{
  "formula": "C5H17NO6",
  "method": "ωB97M-V/def2-TZVPD",
  "smiles": "CCN(C=O)CC=O.O.O.O.O",
  "energy_ev": -19234.5008,
  "de_lowest_kj_mol": 276.0,
  "homo_ha": -0.354,
  "species": ["C", "C", "N", "C", "O", "C", "C", "O", "H", "H", "H", "H", "H", "H", "H", "H", "H", "O", "H", "H", "O", "H", "H", "O", "H", "H", "O", "H", "H"],
  "positions_angstrom": [[0.286, 1.091, -2.062], [1.527, 0.782, -1.208], [1.804, -0.667, -0.913], [1.639, -1.621, -1.891], [1.706, -2.802, -1.657], [1.572, -1.004, 0.531], [0.069, -1.359, 0.738], [-0.773, -0.501, 0.609], [0.619, 1.564, -3.008], [-0.327, 0.295, -2.454], [-0.366, 1.741, -1.500], [2.399, 0.997, -1.873], [1.589, 1.342, -0.280], [1.636, -1.112, -2.878], [1.909, -0.114, 1.033], [2.107, -1.921, 0.777], [-0.274, -2.413, 0.728], [-2.358, 2.303, 0.190], [-1.975, 1.986, 1.009], [-2.771, 1.597, -0.312], [-2.967, -3.258, -1.224], [-2.979, -2.922, -0.314], [-2.796, -2.434, -1.688], [0.997, 1.833, 2.356], [0.548, 2.454, 2.951], [0.532, 1.765, 1.516], [-1.343, 0.971, 3.920], [-1.563, 0.791, 2.981], [-0.449, 0.615, 3.922]],
  "forces_ev_per_angstrom": [[0.305, 0.836, -0.466], [1.325, -1.717, -2.275], [-1.732, 0.606, 1.562], [1.328, 1.122, 0.863], [-0.570, -0.365, -0.421], [-0.419, -1.524, -1.334], [0.345, 0.819, -1.440], [-0.275, 0.283, 0.584], [-0.223, 0.261, 0.698], [0.017, -0.879, 0.504], [-0.316, 0.370, -0.142], [-0.473, 0.632, 0.867], [0.037, 0.011, -0.236], [-0.211, -0.634, -0.075], [-0.086, -0.147, 0.856], [0.478, 0.361, 0.077], [0.542, 0.017, 0.418], [0.080, 0.917, -0.273], [-0.238, -0.522, -0.170], [0.172, -0.372, 0.429], [0.071, 0.536, 0.643], [-0.105, -0.482, -0.100], [0.044, -0.017, -0.510], [0.438, -0.134, 0.274], [-0.106, -0.196, -0.597], [-0.367, 0.320, 0.244], [-0.114, -0.273, -1.159], [-0.212, 0.147, 0.821], [0.267, 0.025, 0.358]],
  "mulliken_charge": [-0.96, -0.66, 0.05, 0.06, -0.54, -0.89, 0.09, -0.43, 0.33, 0.32, 0.30, 0.38, 0.38, 0.35, 0.57, 0.28, 0.39, -0.64, 0.30, 0.32, -0.62, 0.31, 0.31, -0.65, 0.35, 0.29, -0.65, 0.32, 0.34]
}

{
  "formula": "C12H19F2NO3PS",
  "method": "ωB97M-V/def2-TZVPD",
  "energy_ev": -45932.4734,
  "homo_ha": -0.410,
  "charge": 1,
  "species": ["C", "C", "O", "C", "C", "O", "P", "N", "S", "C", "C", "O", "F", "H", "H", "H", "H", "H", "H", "H", "H", "H", "H", "H", "H", "H", "H", "F", "C", "C", "C", "C", "C", "C", "H", "H", "H", "H", "H"],
  "positions_angstrom": [[-3.222, -0.378, -2.050], [-1.769, -0.615, -1.280], [-1.846, 0.197, -0.023], [-0.497, 0.412, 0.524], [-0.186, 2.023, 0.425], [0.875, 2.197, -0.579], [0.303, 2.984, -2.023], [-0.972, 2.107, -2.909], [-0.377, 5.001, -1.734], [1.846, 3.091, -3.207], [2.252, 1.550, -3.599], [2.927, 0.827, -2.671], [1.898, 1.047, -4.954], [-3.064, 0.124, -3.099], [-3.756, -1.426, -2.237], [-3.888, 0.320, -1.356], [-0.844, -0.347, -1.946], [-1.679, -1.778, -1.031], [0.347, -0.174, -0.082], [-0.488, 0.053, 1.643], [-1.128, 2.699, 0.271], [0.291, 2.334, 1.474], [-1.927, 2.264, -2.519], [-0.934, 2.430, -3.918], [-1.687, 5.048, -1.214], [2.722, 3.510, -2.514], [1.604, 3.788, -4.116], [-0.391, -1.075, 3.244], [0.349, -2.166, 3.484], [-0.232, -3.263, 4.111], [0.536, -4.401, 4.356], [1.882, -4.426, 3.980], [2.457, -3.318, 3.355], [1.685, -2.184, 3.101], [-1.276, -3.222, 4.403], [0.089, -5.266, 4.839], [2.482, -5.312, 4.175], [3.505, -3.338, 3.067], [2.114, -1.318, 2.608]],
  "forces_ev_per_angstrom": [[0.353, -0.285, 0.170], [-1.302, -1.039, -0.344], [2.389, -1.080, -1.651], [-0.147, 0.483, 0.227], [-0.033, -1.169, 2.898], [-2.191, 2.527, -3.951], [-0.549, -1.858, 0.767], [1.709, 1.715, 0.535], [0.194, -0.116, 0.321], [0.188, -0.472, 0.317], [3.746, -4.115, 4.192], [-5.291, 5.087, -7.516], [1.043, 1.874, 4.613], [-0.333, -0.918, 2.025], [1.107, 2.477, 0.502], [1.386, -1.633, -1.564], [-1.797, -0.193, 1.325], [-0.115, 2.565, -0.260], [-1.838, 1.318, 1.310], [-0.005, 0.937, -2.422], [1.657, -1.450, 0.016], [-0.875, -0.415, -2.479], [1.019, -0.246, -0.303], [-0.133, -0.502, 1.491], [1.241, -0.957, -0.521], [-1.876, -0.976, -1.693], [0.436, -1.424, 1.760], [-0.333, 0.386, 0.122], [0.891, -1.362, 0.313], [-0.085, 0.104, -0.041], [0.304, 0.313, -0.211], [-0.059, 0.038, -0.002], [-0.363, -0.118, 0.132], [-0.130, 0.092, -0.018], [0.099, 0.027, -0.046], [0.054, 0.201, -0.081], [-0.118, 0.191, -0.040], [-0.213, 0.033, 0.036], [-0.030, -0.042, 0.069]],
  "mulliken_charge": [-0.96, -0.04, -0.42, -0.03, -0.31, -0.24, 0.68, -0.47, -0.25, -0.66, 0.57, -0.40, -0.22, 0.21, 0.29, 0.25, 0.15, 0.33, 0.32, 0.10, 0.19, 0.30, 0.34, 0.29, 0.24, 0.38, 0.43, -0.34, 0.39, -0.42, -0.42, -0.46, -0.43, -0.24, 0.40, 0.36, 0.37, 0.35, 0.39]
}

{
  "formula": "H20O10",
  "method": "ωB97M-V/def2-TZVPD",
  "spin_multiplicity": 2,
  "energy_ev": -20799.6681,
  "de_lowest_kj_mol": 69.7,
  "homo_ha": [0.003, -0.280],
  "charge": -1,
  "s_squared": 0.7505,
  "species": ["O", "H", "H", "O", "H", "H", "O", "H", "H", "O", "H", "H", "O", "H", "H", "O", "H", "H", "O", "H", "H", "O", "H", "H", "O", "H", "H", "O", "H", "H"],
  "positions_angstrom": [[1.590, -0.977, -2.330], [1.760, -0.116, -1.947], [2.447, -1.279, -2.631], [-2.992, 1.251, -0.994], [-3.125, 0.328, -1.214], [-3.158, 1.299, -0.052], [-1.982, -1.706, -1.278], [-2.938, -1.754, -1.259], [-1.705, -2.123, -0.462], [1.283, 1.480, 2.384], [0.516, 1.585, 1.821], [0.921, 1.303, 3.252], [0.218, 0.580, 0.090], [0.579, -0.199, 0.514], [-0.718, 0.396, 0.007], [-0.151, 3.760, 0.863], [-0.881, 3.193, 0.614], [-0.137, 4.442, 0.192], [0.311, -3.634, -1.161], [1.045, -3.783, -1.757], [0.245, -2.681, -1.095], [-1.981, -0.219, 1.815], [-2.179, -0.085, 2.741], [-1.908, -1.168, 1.719], [2.614, 1.557, -1.087], [1.769, 1.413, -0.661], [2.778, 2.494, -0.985], [1.556, -1.855, 0.862], [1.875, -1.521, 1.700], [2.347, -1.982, 0.338]],
  "forces_ev_per_angstrom": [[-0.179, -0.619, -0.158], [0.037, 0.471, 0.160], [0.219, 0.029, -0.114], [0.002, 0.681, -0.361], [0.233, -0.342, 0.045], [-0.041, -0.226, 0.491], [0.171, 0.454, -0.636], [-0.387, -0.250, 0.147], [0.002, -0.304, 0.560], [0.717, -0.001, 0.584], [-0.251, -0.080, -0.507], [-0.127, -0.056, 0.240], [0.230, 0.754, -0.587], [0.264, -0.590, 0.238], [-0.557, -0.028, -0.174], [0.201, 0.225, 0.223], [-0.250, -0.347, -0.135], [-0.025, 0.139, -0.186], [-0.074, -0.681, 0.108], [0.090, 0.087, -0.153], [0.103, 0.448, -0.145], [0.094, 0.988, -0.762], [-0.215, 0.055, 0.736], [-0.026, -0.954, 0.003], [0.652, -0.050, -0.461], [-0.878, -0.118, 0.594], [0.039, 0.140, 0.033], [-0.238, -0.018, 0.115], [0.032, 0.201, 0.444], [0.163, -0.007, -0.341]],
  "lowdin_spin": [0.01, 0.00, 0.00, 0.05, 0.02, 0.03, 0.09, 0.03, 0.04, 0.04, 0.01, 0.02, 0.04, 0.01, 0.02, 0.02, 0.01, 0.00, 0.02, 0.00, 0.01, 0.27, 0.08, 0.09, 0.01, 0.00, 0.00, 0.05, 0.01, 0.01]
}